Record 1
The following is a quantum chemistry calculation of a structure of composition C20H40AlNP3S2 in a non-equilibrium geometry, from the Open Molecules 2025 dataset.

Structure (XYZ):
```
67
C20H40AlNP3S2 | the Open Molecules 2025 dataset | the ωB97M-V functional and the def2-TZVPD basis
Al 0.516 -0.545 -0.231
P 2.036 1.087 0.744
P -1.223 0.209 1.649
P -1.349 2.025 -1.685
H 0.603 -4.791 -7.081
C 0.800 -3.798 -7.502
C 2.010 -3.226 -7.459
H 2.860 -3.701 -6.960
C 3.525 0.279 1.425
C 1.610 2.264 2.082
C 2.766 2.231 -0.477
C -2.809 -0.675 1.421
C -0.849 -0.373 3.346
C -1.960 1.808 2.212
C -0.848 2.130 -3.401
C -0.849 3.473 -0.755
C -3.096 1.702 -1.511
H -0.027 -3.344 -8.069
H 2.215 -2.320 -8.041
H 3.818 -0.577 0.803
H 3.345 -0.065 2.453
H 4.340 1.017 1.432
H 1.208 1.747 2.963
H 0.887 3.014 1.737
H 2.532 2.788 2.376
H 3.213 1.682 -1.312
H 3.547 2.811 0.033
H 2.017 2.927 -0.870
H -3.465 -0.395 2.261
H -2.635 -1.758 1.439
H -3.284 -0.385 0.475
H -1.719 -0.109 3.962
H 0.034 0.133 3.755
H -0.705 -1.457 3.387
H -2.569 1.575 3.099
H -2.626 2.255 1.467
H -1.194 2.531 2.513
H -1.471 2.895 -3.899
H -1.000 1.147 -3.871
H 0.222 2.389 -3.462
H -1.378 4.348 -1.151
H 0.233 3.632 -0.832
H -1.102 3.354 0.311
H -3.609 2.355 -2.238
H -3.440 1.925 -0.491
H -3.313 0.649 -1.745
C 0.732 -1.572 -3.303
C -0.653 -1.685 -3.486
C -1.161 -2.742 -4.243
C -0.302 -3.744 -4.712
C 1.080 -3.608 -4.549
C 1.610 -2.531 -3.856
S 1.386 -0.265 -2.348
H -0.574 0.945 -1.067
H -1.315 -0.969 -2.987
H -2.232 -2.772 -4.461
H -0.715 -4.594 -5.263
H 1.749 -4.297 -5.049
H 2.685 -2.419 -3.709
S 0.868 -4.912 0.617
C 1.425 -3.991 2.007
C 1.357 -2.644 1.792
N 0.901 -2.324 0.495
C 0.605 -3.456 -0.218
H 1.744 -4.440 2.939
H 1.599 -1.837 2.482
H 0.193 -3.426 -1.226
```

As for the charge: +3. The value obtained for the highest occupied orbital energy is -15.25 eV. The value obtained for the total energy is -2902.78419 a.u. The molar mass comes out at 478.58 g/mol. The value obtained for the energy relative to the best compared isomer or geometry (same formula, charge and spin) is 28.4 kcal per mole.

natural (NBO) population analysis, charges in e, atoms 1 to 8:
1 Al 1.31
2 P 0.82
3 P 0.83
4 P 1.41
5 H 0.19
6 C -0.40
7 C -0.40
8 H 0.19

---

Record 2
The following is a quantum chemistry calculation of a cluster of 2 separate species, C3H11NO2S in total in a non-equilibrium geometry, from the Open Molecules 2025 dataset.

Structure (XYZ):
```
18
C3H11NO2S | the Open Molecules 2025 dataset | the ωB97M-V functional and the def2-TZVPD basis
N -1.149 -0.429 -0.496
C -0.375 0.828 -0.469
C 0.876 0.539 -1.410
O 0.520 -0.250 -2.436
C 0.159 1.231 0.997
S -1.333 1.330 2.047
H -0.509 -1.218 -0.481
H -1.967 -0.612 -1.085
H -0.961 1.694 -0.935
H 1.627 0.034 -0.868
H 1.077 1.570 -1.795
H 0.017 0.210 -3.226
H 0.769 2.129 1.018
H 0.881 0.478 1.354
H -0.959 0.108 2.541
O 0.442 -2.323 2.103
H -0.359 -2.806 1.597
H 1.243 -2.512 1.546
```

The value obtained for the highest occupied orbital energy is -8.45 eV. The value obtained for the total energy is -724.25024 a.u. The molar mass comes out at 125.19 g/mol. The SMILES is N[C@H](CO)CS.O. The value obtained for the energy relative to the best compared isomer or geometry (same formula, charge and spin) is 38.6 kcal per mole.

natural (NBO) population analysis, charges in e, atoms 1 to 8:
1 N -0.87
2 C -0.06
3 C -0.07
4 O -0.72
5 C -0.54
6 S -0.05
7 H 0.36
8 H 0.39

---

Record 3
The following is a quantum chemistry calculation of a cluster of 3 separate species, C38H62FIN3O4Si in total in a non-equilibrium geometry, from the Open Molecules 2025 dataset.

Structure (XYZ):
```
110
C38H62FIN3O4Si | the Open Molecules 2025 dataset | the ωB97M-V functional and the def2-TZVPD basis
C -0.256 -5.067 3.743
C -0.376 -3.671 3.131
C 0.911 -3.211 2.415
C 0.847 -3.325 0.889
C 0.370 -4.679 0.354
C 0.827 -4.981 -1.080
C 0.680 -3.831 -2.088
C -0.550 -3.909 -3.008
C -1.891 -4.241 -2.325
C -2.983 -3.181 -2.550
C -2.563 -1.792 -2.071
C -2.887 -1.563 -0.592
C -1.982 -0.484 0.044
C -2.676 0.615 0.867
C -1.925 1.929 0.614
C -2.136 3.061 1.621
C -0.962 4.046 1.539
C -0.673 4.577 0.113
C 0.738 4.255 -0.425
C 0.784 3.136 -1.466
N 1.000 1.748 -0.944
C 1.411 0.858 -2.043
C 2.952 0.912 -2.019
F 3.553 1.602 -3.028
I 3.767 -1.111 -2.126
N 3.284 1.428 -0.691
Si 4.649 2.638 -0.511
C 4.450 4.150 -1.573
C 6.224 1.725 -0.907
C 4.700 3.201 1.273
C 2.093 1.683 -0.097
N 1.885 1.808 1.194
H -0.197 -5.845 2.986
H -1.133 -5.278 4.356
H 0.620 -5.092 4.389
H -1.199 -3.627 2.415
H -0.610 -2.960 3.924
H 1.043 -2.147 2.637
H 1.794 -3.720 2.804
H 0.135 -2.564 0.554
H 1.806 -3.063 0.434
H 0.795 -5.453 0.999
H -0.709 -4.769 0.471
H 1.858 -5.333 -1.045
H 0.235 -5.821 -1.451
H 0.695 -2.850 -1.607
H 1.557 -3.853 -2.741
H -0.350 -4.628 -3.803
H -0.630 -2.939 -3.505
H -1.797 -4.380 -1.249
H -2.237 -5.195 -2.724
H -3.271 -3.211 -3.603
H -3.845 -3.498 -1.960
H -1.487 -1.650 -2.196
H -3.043 -1.029 -2.689
H -3.924 -1.254 -0.466
H -2.742 -2.496 -0.044
H -1.444 0.009 -0.772
H -1.210 -0.953 0.658
H -3.712 0.720 0.548
H -2.639 0.398 1.935
H -2.205 2.272 -0.383
H -0.859 1.690 0.628
H -3.091 3.568 1.497
H -2.110 2.615 2.618
H -1.164 4.893 2.195
H -0.062 3.570 1.935
H -0.742 5.663 0.179
H -1.447 4.272 -0.589
H 1.397 4.094 0.427
H 1.116 5.148 -0.923
H 1.508 3.381 -2.248
H -0.193 3.102 -1.947
H 0.949 1.117 -2.990
H 1.145 -0.174 -1.829
H 3.680 4.833 -1.210
H 4.309 3.948 -2.632
H 5.400 4.686 -1.487
H 6.314 0.853 -0.262
H 6.194 1.386 -1.943
H 7.060 2.407 -0.768
H 5.574 3.848 1.348
H 4.833 2.375 1.973
H 3.819 3.787 1.547
H 0.973 1.575 1.554
H 2.560 2.179 1.843
C -8.145 -6.584 -1.063
C -7.034 -6.216 -0.431
C -5.779 -5.950 -1.176
O -4.764 -5.614 -0.603
C -5.809 -6.107 -2.652
C -6.920 -6.475 -3.284
C -8.177 -6.742 -2.540
O -9.189 -7.074 -3.115
H -9.072 -6.785 -0.541
H -6.988 -6.095 0.643
H -4.882 -5.906 -3.173
H -6.965 -6.597 -4.359
C 2.329 7.240 3.771
C 2.882 8.371 4.202
C 4.028 8.989 3.485
O 4.535 10.014 3.873
C 4.530 8.295 2.269
C 3.973 7.165 1.842
C 2.832 6.553 2.561
O 2.321 5.518 2.169
H 1.494 6.772 4.277
H 2.531 8.891 5.084
H 5.364 8.762 1.761
H 4.322 6.644 0.959
```

As for the charge: +1. The value obtained for the highest occupied orbital energy is -11.55 eV. The value obtained for the total energy is -2637.17936 a.u. The molar mass comes out at 798.92 g/mol.

Löwdin population analysis, charges in e, atoms 1 to 8:
1 C -0.10
2 C -0.26
3 C -0.21
4 C -0.22
5 C -0.20
6 C -0.19
7 C -0.22
8 C -0.20

---

Record 4
The following is a quantum chemistry calculation of a cluster of 7 separate species, C27H45N7O9 in total in a non-equilibrium geometry, from the Open Molecules 2025 dataset.

Structure (XYZ):
```
88
C27H45N7O9 | the Open Molecules 2025 dataset | the ωB97M-V functional and the def2-TZVPD basis
O -1.981 -6.894 0.532
N -2.001 -5.909 1.228
O -1.995 -5.963 2.426
C -1.894 -4.593 0.595
C -1.644 -4.574 -0.779
C -1.577 -3.367 -1.391
C -1.740 -2.208 -0.650
C -1.861 -2.215 0.734
C -1.953 -3.466 1.377
H -1.506 -5.505 -1.323
H -1.386 -3.271 -2.455
H -1.641 -1.240 -1.129
H -1.913 -1.332 1.362
H -2.045 -3.565 2.449
O 4.570 0.021 3.845
N 4.472 0.407 2.722
O 4.697 -0.309 1.722
C 4.003 1.754 2.448
C 4.072 2.696 3.443
C 3.580 3.991 3.159
C 3.026 4.200 1.914
C 2.948 3.248 0.896
C 3.470 1.985 1.157
H 4.480 2.534 4.432
H 3.645 4.786 3.873
H 2.603 5.185 1.692
H 2.485 3.373 -0.055
H 3.515 1.191 0.403
C -2.643 0.647 5.431
N -1.174 0.625 5.349
C -0.398 0.393 4.259
C 1.108 0.502 4.556
O -0.844 0.095 3.149
H -3.007 1.429 6.098
H -3.031 -0.332 5.722
H -3.031 0.880 4.463
H -0.629 0.917 6.126
H 1.534 -0.491 4.345
H 1.285 0.733 5.605
H 1.494 1.293 3.942
C -5.431 -1.557 -2.065
N -5.293 -1.068 -0.735
C -4.476 -0.039 -0.333
C -4.496 0.240 1.149
O -3.786 0.628 -1.042
H -6.002 -0.821 -2.638
H -6.039 -2.441 -2.011
H -4.468 -1.866 -2.439
H -5.809 -1.569 -0.057
H -3.522 0.624 1.441
H -4.772 -0.603 1.778
H -5.233 1.022 1.380
C 1.622 -1.313 -0.014
N 0.872 -0.182 0.445
C 0.696 0.866 -0.339
C -0.411 1.835 0.083
O 1.310 1.110 -1.374
H 1.093 -2.216 0.264
H 2.580 -1.388 0.482
H 1.627 -1.255 -1.088
H 0.280 -0.207 1.274
H -0.332 2.815 -0.393
H -0.331 2.081 1.156
H -1.405 1.422 -0.163
C 2.886 0.843 -4.383
N 3.478 0.429 -3.168
C 4.669 -0.191 -3.046
C 5.022 -0.537 -1.579
O 5.416 -0.477 -3.950
H 3.625 1.330 -5.049
H 2.106 1.585 -4.142
H 2.396 -0.004 -4.906
H 2.884 0.557 -2.365
H 5.446 -1.538 -1.562
H 4.151 -0.393 -0.949
H 5.795 0.153 -1.242
C -1.098 2.696 -4.226
N -0.967 1.770 -5.231
C -1.090 0.451 -5.056
C -1.154 -0.089 -3.642
O -1.098 -0.296 -6.057
H -0.727 3.651 -4.551
H -0.491 2.349 -3.384
H -2.140 2.785 -3.937
H -1.038 2.019 -6.199
H -0.133 -0.347 -3.298
H -1.708 -1.035 -3.659
H -1.597 0.523 -2.853
```

The value obtained for the highest occupied orbital energy is -8.85 eV. The value obtained for the total energy is -2116.16805 a.u. The molar mass comes out at 611.70 g/mol. The SMILES is O=[N+]([O-])c1ccccc1.O=[N+]([O-])c1ccccc1.CNC(C)=O.CNC(C)=O.CNC(C)=O.CNC(C)=O.CNC(C)=O. The value obtained for the energy relative to the best compared isomer or geometry (same formula, charge and spin) is 0.0 kcal per mole.

Löwdin population analysis, charges in e, atoms 1 to 8:
1 O 0.08
2 N -0.37
3 O 0.08
4 C -0.15
5 C 0.00
6 C -0.07
7 C -0.08
8 C -0.05

---

Look up the highest occupied orbital energy of the third one. -11.55 eV

---

Which value of molar mass does entry 2 give? 125.19 g/mol

---

Among the records above, which one has the highest molar mass? C38H62FIN3O4Si